A cluster of 2 separate species, C5H10O in total at a distorted geometry. Source: OMol25; level of theory: ωB97M-V/def2-TZVPD.

XYZ file:
```
16
Properties=species:S:1:pos:R:3:forces:R:3
C -0.74829 -2.01942 -1.82763 0.414 0.296 -0.292
C -0.82875 -1.60481 -0.57185 -1.260 0.388 0.199
C -0.46860 -0.29296 -0.04766 0.824 -0.489 -0.935
C -0.78187 0.19714 1.14590 0.590 -0.107 -0.235
C -0.22002 1.47333 1.70088 -0.755 0.337 0.130
H -1.23096 -2.93223 -2.13885 0.167 -0.176 -0.029
H -0.23264 -1.43476 -2.58368 -0.060 -0.032 -0.022
H -1.42297 -2.20205 0.08372 -0.226 -0.549 0.613
H 0.14796 0.24067 -0.76852 -0.113 0.493 0.285
H -1.37586 -0.43320 1.80100 -0.104 0.116 0.049
H 0.77401 1.71681 1.33224 0.101 -0.357 0.297
H -0.29386 1.39934 2.78592 0.482 0.229 0.037
H -0.79849 2.36280 1.43065 -0.331 -0.174 -0.032
H 3.07574 1.51159 -0.73799 0.069 0.572 -0.048
H 2.01400 0.59746 -0.33376 -0.474 -0.032 0.231
O 2.16233 1.54541 -0.42866 0.675 -0.515 -0.246
```
Positions in Å, forces in eV/Å.

HOMO-LUMO gap	9.41	eV
total charge	0
SMILES	C=C/C=C/C.O
LUMO	0.81	eV
HOMO level	-8.5948	eV
relative energy (zero: lowest compared OMol25 entry of this formula, charge and spin)	35.88	kcal per mole

These are the natural (NBO) partial charges, in e, on atoms 1 to 4: -0.38 -0.21 -0.25 -0.14

A structure of composition C4H7ClN2 at a distorted geometry. Source: OMol25; level of theory: ωB97M-V/def2-TZVPD.

XYZ file:
```
14
Properties=species:S:1:pos:R:3:forces:R:3
C 1.29225 1.20873 -0.18585 -0.274 -0.156 -0.053
C 0.32136 0.49573 0.37748 0.724 0.382 0.575
C -0.74485 -0.04269 -0.41946 0.920 -2.285 -3.100
C 0.24575 0.16423 1.84056 0.033 0.017 -0.029
N -1.95905 -0.02577 -0.36470 -0.475 0.476 0.588
N 0.07831 -1.04322 -1.84580 -1.100 2.167 1.983
Cl -1.23117 -1.62163 -2.79004 0.018 -0.254 0.068
H 2.08474 1.63960 0.40021 0.131 0.061 0.194
H 1.30195 1.38685 -1.24645 0.012 -0.019 -0.214
H -0.77191 0.28710 2.20183 -0.057 0.032 0.091
H 0.53415 -0.87643 1.99735 -0.041 -0.035 0.061
H 0.91806 0.79860 2.41015 0.044 0.032 0.070
H -2.50824 -0.53371 -1.05424 0.232 -0.172 -0.230
H 0.43865 -1.83740 -1.32105 -0.165 -0.246 -0.003
```
Positions in Å, forces in eV/Å.

HOMO-LUMO gap	9.68	eV
total charge	0
LUMO	0.61	eV
HOMO level	-9.0754	eV
relative energy (zero: lowest compared OMol25 entry of this formula, charge and spin)	82.63	kcal per mole

These are the natural (NBO) partial charges, in e, on atoms 1 to 4: -0.31 -0.13 0.50 -0.62